The following is a DFT calculation (ωB97M-V/def2-TZVPD) of a structure of composition C45H27Cl2N10S2W.

Computed properties:
Gap between HOMO and LUMO (alpha / beta), eV: 5.013 / 5.005
Charge: +1
Spin multiplicity: 3
Energy above the lowest of the compared OMol25 structures with the same formula, charge and spin, kcal per mole: 11.5

The geometry in XYZ format:
```
87
Properties=species:S:1:pos:R:3:lowdin_spin:R:1
W 0.33660 -0.44791 0.77355 1.58
C 1.10841 5.42938 -2.41548 -0.02
C 0.62253 5.98168 -1.21963 0.01
C 0.28875 5.18075 -0.14267 -0.02
C 0.44181 3.80715 -0.29893 0.00
C 0.22238 2.69771 0.61336 -0.08
N -0.19553 2.84026 1.84492 0.04
C -0.14396 1.85263 2.71940 -0.11
C -0.81044 1.88741 4.00180 -0.01
C -1.63492 2.84080 4.59269 -0.02
C -2.19744 2.51971 5.81246 -0.01
C -1.94546 1.28328 6.43410 -0.02
C -1.12314 0.34156 5.84815 -0.01
C -0.56615 0.66530 4.61431 -0.02
C 0.31105 -0.07008 3.73184 -0.05
N 0.93998 -1.17139 4.08337 0.01
C 1.67488 -1.83049 3.22092 0.00
N 1.66922 -1.67086 1.86834 0.03
C 2.41657 -2.70406 1.33162 0.08
N 2.61050 -2.97665 0.07225 -0.02
C 2.26014 -2.14026 -0.89248 0.13
N 1.69398 -0.89780 -0.72682 0.02
C 1.72629 -0.26286 -1.94747 0.12
N 1.43784 1.00242 -2.19731 -0.01
C 0.97626 1.82073 -1.28997 0.04
N 0.49528 1.50753 -0.03956 0.04
C 0.91791 3.26068 -1.48165 -0.02
C 1.26828 4.06267 -2.56237 0.01
C 2.23248 -1.17118 -2.94654 0.02
C 2.41297 -1.03219 -4.31979 0.02
C 2.91749 -2.12144 -5.00394 0.02
C 3.24814 -3.31561 -4.33766 0.02
C 3.08251 -3.44517 -2.97236 0.02
C 2.55829 -2.35178 -2.28893 0.02
C 2.97237 -3.51361 2.40835 0.00
C 3.78889 -4.63261 2.39407 0.01
C 4.14095 -5.17062 3.62246 0.00
C 3.69049 -4.60242 4.82010 0.02
C 2.87163 -3.48410 4.82337 0.00
C 2.52190 -2.95672 3.59177 0.01
N 0.50969 0.64382 2.56623 0.05
H 1.37412 6.09020 -3.23103 0.00
H 0.51877 7.05617 -1.14011 0.00
H -0.07810 5.59403 0.78811 0.00
H -1.82585 3.78921 4.10735 0.00
H -2.84802 3.23186 6.30339 0.00
H -2.40544 1.07088 7.39049 0.00
H -0.92329 -0.61572 6.31303 0.00
H 1.65804 3.62704 -3.47503 0.00
H 2.16748 -0.10530 -4.82376 0.00
H 3.06919 -2.05730 -6.07389 0.00
H 3.64119 -4.14558 -4.91004 0.00
H 3.33850 -4.35672 -2.44790 0.00
H 4.12810 -5.06176 1.46015 0.00
H 4.77317 -6.04812 3.66020 0.00
H 3.98746 -5.04881 5.76021 0.00
H 2.51349 -3.03986 5.74304 0.00
Cl -2.19555 0.15581 1.46470 0.02
C -2.93966 -1.31687 2.05212 0.01
C -4.10593 -1.19125 2.77963 0.00
C -4.71468 -2.34517 3.23818 0.00
C -4.15116 -3.57867 2.95494 0.00
C -2.97791 -3.66589 2.22736 0.00
Cl -2.32761 -5.23330 1.89934 0.00
C -2.31393 -2.52192 1.76108 0.01
S -0.78576 -2.68245 0.91590 0.03
H -4.52670 -0.21405 2.97452 0.00
H -5.62946 -2.28448 3.81261 0.00
H -4.62034 -4.48953 3.30175 0.00
N -1.99520 1.69236 -1.99487 0.00
C -1.56446 0.53073 -2.47837 0.00
S -1.27775 -0.83355 -1.47192 0.01
N -1.38991 0.39724 -3.79525 0.00
C -1.67127 1.35236 -4.81611 0.00
C -2.31444 0.91806 -5.96719 0.00
C -2.58022 1.81822 -6.98560 0.00
C -2.21307 3.15232 -6.85641 0.00
C -1.55220 3.57484 -5.71272 0.00
C -1.26677 2.67559 -4.69252 0.00
H -2.21840 1.74121 -1.01569 0.00
H -2.29957 2.43965 -2.60045 0.00
H -1.16054 -0.54315 -4.08325 0.00
H -2.61060 -0.12037 -6.06099 0.00
H -3.08331 1.47755 -7.88108 0.00
H -2.43133 3.85575 -7.64875 0.00
H -1.23779 4.60642 -5.61500 0.00
H -0.68271 2.99669 -3.83597 0.00
```


The following is a DFT calculation (ωB97M-V/def2-TZVPD) of a structure of composition C45H30Cl2N4V.

Computed properties:
Gap between HOMO and LUMO (alpha / beta), eV: 5.156 / 5.364
Charge: 0
Spin multiplicity: 4
Energy above the lowest of the compared OMol25 structures with the same formula, charge and spin, kcal per mole: 8.8

The geometry in XYZ format:
```
82
Properties=species:S:1:pos:R:3:lowdin_spin:R:1
V -0.15000 -0.00274 0.06406 2.41
C 2.72190 5.59676 4.11656 0.01
C 2.79910 4.27926 4.53976 0.00
C 2.03710 3.29826 3.93356 0.01
C 1.14960 3.59696 2.88676 0.00
C 1.17150 4.91936 2.41436 0.01
C 1.92200 5.90136 3.02786 0.00
C 0.37570 2.54996 2.22616 0.07
C 0.24490 1.24126 2.74646 0.00
C 0.10650 0.92396 4.14056 0.03
C -0.39110 -0.34014 4.21246 -0.01
C -0.47110 -0.83194 2.87446 0.04
C -0.74060 -2.15784 2.53546 0.00
C -1.28250 -3.09704 3.54186 0.00
C -0.54330 -3.61544 4.59676 0.00
C -1.13190 -4.49704 5.48776 0.00
C -2.45960 -4.86054 5.33536 0.00
C -3.20010 -4.35534 4.27896 0.00
C -2.61060 -3.48354 3.38456 0.00
C -0.51250 -2.66774 1.25786 0.04
N -0.12780 -1.90894 0.19126 0.01
C 0.18470 -2.78634 -0.80984 0.03
C 0.45820 -2.41534 -2.12634 -0.01
C 0.79970 -3.49204 -3.08844 0.00
C -0.19100 -4.31804 -3.60624 0.00
C 0.14630 -5.38104 -4.42304 0.00
C 1.47230 -5.62844 -4.73154 0.00
C 2.45980 -4.79124 -4.24294 0.00
C 2.12610 -3.72324 -3.42904 0.00
C 0.26860 -1.11684 -2.59494 0.03
C 0.25560 -0.76174 -3.98134 0.02
C -0.25010 0.49706 -4.06064 0.02
C -0.51970 0.91756 -2.71944 0.04
N -0.16740 -0.06324 -1.83764 0.00
C -1.07460 2.13866 -2.33834 0.01
C -1.10360 2.55886 -1.00934 0.03
C -1.58600 3.81956 -0.55114 0.00
C -1.10330 3.98646 0.71316 0.02
C -0.33890 2.81766 1.02416 0.01
N -0.43980 1.91996 0.01106 0.02
C -1.59720 3.05986 -3.37604 0.00
C -2.88160 2.87326 -3.87434 0.00
C -3.41670 3.76466 -4.78724 0.00
C -2.66630 4.83996 -5.23194 0.00
C -1.37970 5.02306 -4.75474 0.00
C -0.84890 4.14056 -3.82974 0.00
C 0.02290 -4.13464 -0.34704 0.02
C -0.44890 -4.06054 0.92546 0.02
N -0.11740 0.15716 1.99426 0.02
H 3.30880 6.36706 4.59496 0.00
H 3.47020 4.01336 5.34576 0.00
H 2.15120 2.27726 4.25936 0.00
H 0.61250 5.19286 1.53816 0.00
H 1.89420 6.91106 2.64166 0.00
H 0.25370 1.60226 4.95936 0.00
H -0.68340 -0.89184 5.08786 0.00
H 0.49580 -3.34294 4.70606 0.00
H -0.55050 -4.90564 6.30286 0.00
H -2.91800 -5.54214 6.03676 0.00
H -4.23520 -4.63814 4.14916 0.00
H -3.17210 -3.08224 2.55406 0.00
H -1.22560 -4.13114 -3.35614 0.00
H -0.62940 -6.02094 -4.81504 0.00
H 1.73320 -6.47434 -5.34884 0.00
H 3.49490 -4.97384 -4.48834 0.00
H 2.89650 -3.07734 -3.03274 0.00
H 0.55350 -1.41704 -4.77764 0.00
H -0.43570 1.08676 -4.93764 0.00
H -2.22370 4.47106 -1.11564 0.00
H -1.34140 4.77836 1.39676 0.00
H -3.46390 2.03376 -3.52494 0.00
H -4.41960 3.61126 -5.15804 0.00
H -3.08210 5.52886 -5.95224 0.00
H -0.78600 5.85256 -5.11214 0.00
H 0.15070 4.29436 -3.45234 0.00
H 0.20840 -5.01294 -0.93464 0.00
H -0.71910 -4.86594 1.58196 0.00
Cl 5.12880 -0.58634 -1.33364 0.01
C 4.43210 0.05636 0.14986 0.03
Cl 2.62470 0.04386 0.07996 0.04
H 4.76040 1.08766 0.26756 0.00
H 4.74540 -0.57614 0.97856 0.00
```


> The lowest spin multiplicity belongs to which entry?

C45H27Cl2N10S2W


> What is the formula in the second record?

C45H30Cl2N4V